Entry 1:
The following is a DFT calculation (the ωB97M-V functional and the def2-TZVPD basis) of one molecule with the formula C2H3NO2 in a non-equilibrium geometry.

Calculated values
**DFT total energy**: -283.07239 hartree
**Charge**: 0
**E_HOMO**: -0.344 Ha
**Maximum force**: 4.61 eV Å⁻¹
**Energy above the lowest of the compared OMol25 structures with the same formula, charge and spin**: 487.34 kJ/mol
**Structure (SMILES)**: O=C[C@H]1NO1

Element x y z (Å)
O -0.47568 -2.33711 0.64499
C -0.33813 -1.43479 -0.12202
C 0.19396 0.28193 0.35881
N 0.23091 1.23646 -0.67506
O -0.83359 1.13727 0.30502
H -0.13360 -1.37844 -1.18686
H 0.69102 0.31786 1.35741
H 0.66512 2.17682 -0.68228

Atom charges from the Löwdin analysis, given in e for atoms 1 to 4: 0.07, -0.10, -0.32, 0.05

Entry 2:
The following is a DFT calculation (the ωB97M-V functional and the def2-TZVPD basis) of one molecule with the formula C2H3NO2.

Calculated values
**DFT total energy**: -283.22499 hartree
**Charge**: 0
**E_HOMO**: -0.390 Ha
**Maximum force**: 0.62 eV Å⁻¹
**Energy above the lowest of the compared OMol25 structures with the same formula, charge and spin**: 86.69 kJ/mol
**Structure (SMILES)**: [H]/N=C/OC=O

Element x y z (Å)
H 1.90167 -0.44726 1.35173
N 0.96670 -0.16289 1.07338
C 0.91397 0.12033 -0.14744
O -0.25597 0.56642 -0.71639
C -1.45892 0.04790 -0.31359
O -1.64584 -1.04492 0.12320
H 1.71405 0.12566 -0.89569
H -2.23928 0.79474 -0.50887

Atom charges from the Löwdin analysis, given in e for atoms 1 to 4: 0.06, 0.15, -0.27, 0.00

Entry 3:
The following is a DFT calculation (the ωB97M-V functional and the def2-TZVPD basis) of a 2-piece molecular cluster, C2H3NO2 overall in a non-equilibrium geometry.

Calculated values
**DFT total energy**: -283.19415 hartree
**Charge**: 0
**E_HOMO**: -0.405 Ha
**Maximum force**: 4.35 eV Å⁻¹
**Energy above the lowest of the compared OMol25 structures with the same formula, charge and spin**: 167.65 kJ/mol
**Structure (SMILES)**: O=CO.C#N

Element x y z (Å)
O 0.78726 0.05725 -0.94920
C 0.99310 0.36765 0.23994
O 0.19803 1.22094 0.89699
H 1.89865 0.10929 0.80358
H 0.57778 1.49047 1.75505
C -1.36380 -1.00524 -0.96601
N -2.21844 -0.96755 -1.76174
H -0.87258 -1.27280 -0.01860

Atom charges from the Löwdin analysis, given in e for atoms 1 to 4: -0.01, -0.36, 0.08, 0.14

Entry 4:
The following is a DFT calculation (the ωB97M-V functional and the def2-TZVPD basis) of one molecule with the formula C2H3NO2.

Calculated values
**DFT total energy**: -283.15323 hartree
**Charge**: 0
**E_HOMO**: -0.342 Ha
**Maximum force**: 0.70 eV Å⁻¹
**Energy above the lowest of the compared OMol25 structures with the same formula, charge and spin**: 275.10 kJ/mol

Element x y z (Å)
N 0.67135 -0.76524 -0.81358
C -0.51422 -0.17227 -0.52985
O -1.34811 0.24666 -1.27255
C -0.06570 0.95632 1.27833
O -0.73828 -0.09711 0.88434
H 0.98111 -0.60496 -1.76076
H 1.39475 -0.67852 -0.11267
H -0.38090 1.11511 2.32673

Atom charges from the Löwdin analysis, given in e for atoms 1 to 4: 0.18, -0.62, 0.14, 0.09

Entry 5:
The following is a DFT calculation (the ωB97M-V functional and the def2-TZVPD basis) of one molecule with the formula C2H3NO2 in a non-equilibrium geometry.

Calculated values
**DFT total energy**: -283.13132 hartree
**Charge**: 0
**E_HOMO**: -0.339 Ha
**Maximum force**: 6.27 eV Å⁻¹
**Energy above the lowest of the compared OMol25 structures with the same formula, charge and spin**: 332.62 kJ/mol
**Structure (SMILES)**: C1=NOCO1

Element x y z (Å)
C 1.15482 0.47401 -0.06925
N 1.26988 -0.87089 0.01442
O -0.16614 -1.23704 -0.08616
C -1.06372 -0.04960 0.02220
O -0.09924 1.01717 -0.06571
H 2.09141 0.97232 0.03065
H -1.41683 -0.08713 0.95278
H -1.77019 -0.21884 -0.79892

Atom charges from the Löwdin analysis, given in e for atoms 1 to 4: -0.16, 0.11, -0.17, -0.09

Entry 6:
The following is a DFT calculation (the ωB97M-V functional and the def2-TZVPD basis) of a 2-piece molecular cluster, C2H3NO2S overall in a non-equilibrium geometry.

Calculated values
**DFT total energy**: -681.23363 hartree
**Charge**: 0
**E_HOMO**: -0.294 Ha
**Maximum force**: 2.82 eV Å⁻¹
**Energy above the lowest of the compared OMol25 structures with the same formula, charge and spin**: 592.55 kJ/mol

Element x y z (Å)
C 1.72395 -0.24574 0.63725
C -1.58181 0.16823 -0.20936
N 1.39658 -0.30180 -0.45393
O -1.30414 1.65320 0.17530
O -0.35700 1.29379 -2.23486
S -1.67295 1.38853 -1.32762
H 2.14910 -0.24395 1.64123
H -2.55121 -0.23989 0.28107
H -0.04829 0.38881 -2.55510

Atom charges from the Löwdin analysis, given in e for atoms 1 to 4: -0.07, -0.37, 0.07, -0.42

Entry 7:
The following is a DFT calculation (the ωB97M-V functional and the def2-TZVPD basis) of a 2-piece molecular cluster, C2H3NO2S overall in a non-equilibrium geometry.

Calculated values
**DFT total energy**: -681.24567 hartree
**Charge**: 0
**E_HOMO (spin up / spin down)**: -0.346 / -0.336 Ha
**Maximum force**: 4.20 eV Å⁻¹
**Energy above the lowest of the compared OMol25 structures with the same formula, charge and spin**: 560.95 kJ/mol
**Structure (SMILES)**: CC#[N+][O-].O=S

Element x y z (Å)
C -1.06526 0.37668 0.36441
C -0.43675 -0.17005 -0.80708
N 0.09327 -0.99041 -1.44125
O 0.52753 -1.74216 -2.28099
H -1.70140 -0.52620 0.66520
H -0.26246 0.64775 0.99386
H -1.48895 1.27954 0.25502
O 1.89032 0.81997 1.75731
S 2.44371 0.30488 0.49351

Atom charges from the Löwdin analysis, given in e for atoms 1 to 4: -0.04, -0.09, -0.16, -0.01

Entry 8:
The following is a DFT calculation (the ωB97M-V functional and the def2-TZVPD basis) of one molecule with the formula C2H3NO2S in a non-equilibrium geometry.

Calculated values
**DFT total energy**: -681.34135 hartree
**Charge**: 0
**E_HOMO**: -0.341 Ha
**Maximum force**: 4.33 eV Å⁻¹
**Energy above the lowest of the compared OMol25 structures with the same formula, charge and spin**: 309.74 kJ/mol
**Structure (SMILES)**: O=C(C=S)NO

Element x y z (Å)
O -0.33557 -0.14478 -2.04555
C -0.16664 -0.03869 -0.82738
C -1.17699 0.71105 0.02538
S -1.38231 0.45873 1.56967
N 0.80235 -0.77110 -0.08111
O 1.44036 -0.06882 0.84962
H -1.79823 1.49062 -0.48019
H 1.50644 -1.18627 -0.71739
H 1.11058 -0.45074 1.70694

Atom charges from the Löwdin analysis, given in e for atoms 1 to 4: 0.07, -0.47, -0.56, 0.81

Entry 9:
The following is a DFT calculation (the ωB97M-V functional and the def2-TZVPD basis) of a 2-piece molecular cluster, C2H3NO2S2 overall in a non-equilibrium geometry.

Calculated values
**DFT total energy**: -1079.36464 hartree
**Charge**: 0
**E_HOMO (spin up / spin down)**: -0.374 / -0.375 Ha
**Maximum force**: 2.63 eV Å⁻¹
**Energy above the lowest of the compared OMol25 structures with the same formula, charge and spin**: 672.48 kJ/mol

Element x y z (Å)
C 0.88414 -0.34358 1.40574
C 0.45262 0.22156 -1.09644
N -0.33388 -0.63810 1.31095
O -1.66279 -1.42754 -0.71030
O -2.38100 1.95324 0.20179
S 1.80491 0.29432 0.08030
S -1.10660 -0.24825 -0.12130
H 1.43600 -0.48183 2.32422
H 0.27504 1.20080 -1.53425
H 0.63156 -0.53062 -1.86070

Atom charges from the Löwdin analysis, given in e for atoms 1 to 4: -0.54, -0.53, -0.19, -0.40

Entry 10:
The following is a DFT calculation (the ωB97M-V functional and the def2-TZVPD basis) of a 2-piece molecular cluster, C2H3NO3 overall in a non-equilibrium geometry.

Calculated values
**DFT total energy**: -358.42177 hartree
**Charge**: 0
**E_HOMO**: -0.336 Ha
**Maximum force**: 3.15 eV Å⁻¹
**Energy above the lowest of the compared OMol25 structures with the same formula, charge and spin**: 283.31 kJ/mol
**Structure (SMILES)**: O=C=O.CN=O

Element x y z (Å)
O -1.13151 0.07237 2.52339
C -1.76599 -0.63031 1.90043
O -2.27703 -1.35611 1.16495
C 1.23542 0.34352 -0.71534
N 0.06165 0.77113 -1.44706
O -0.59248 -0.08715 -1.95479
H 1.13733 -0.66087 -0.41769
H 1.25003 0.93943 0.25223
H 2.08256 0.60799 -1.30612

Atom charges from the Löwdin analysis, given in e for atoms 1 to 4: 0.23, -0.45, 0.21, -0.10